Entry 1:
Molecular formula: C24H40BN6O4PdSe
Method: DFT, ωB97M-V/def2-TZVPD

The geometry in XYZ format:
```
77
Properties=species:S:1:pos:R:3:mulliken_charge:R:1
Pd -0.21204 0.75166 0.72833 0.8289
C 0.09719 -3.66772 -2.30458 -1.6058
C -0.55575 -2.85595 -1.23167 0.3821
C -1.67982 -3.14673 -0.49297 -1.1673
C -1.86109 -2.04848 0.37306 -0.9416
N -0.89929 -1.17388 0.15834 1.5284
N -0.08238 -1.65750 -0.83649 -0.3133
B 1.16619 -0.88566 -1.43564 -0.0951
N 2.14384 -0.59321 -0.26021 0.7877
N 1.60642 -0.35895 0.96774 0.0205
C 2.58965 -0.38362 1.85774 -0.5707
C 3.80191 -0.61504 1.17908 -0.9885
C 3.47263 -0.74831 -0.15338 0.2045
C 4.36396 -1.01654 -1.32160 -1.4510
C 2.40380 -0.35363 3.36266 3.0206
C 2.96491 -1.67819 3.90153 -1.8375
C 0.93853 -0.24918 3.77783 -1.8804
C 3.19249 0.82262 3.95444 -1.7392
N 0.70685 0.38758 -2.18139 0.7878
N -0.41278 1.00543 -1.74362 0.2611
C -0.67945 1.98631 -2.58329 -0.3655
C 0.31157 2.02386 -3.59245 -1.0432
C 1.16863 0.98438 -3.30289 0.3302
C 2.39347 0.53332 -4.03392 -1.4169
C -1.90353 2.87052 -2.47575 2.6451
C -2.85250 2.40358 -1.37566 -1.7921
C -1.46510 4.31220 -2.18510 -1.5904
C -2.63960 2.81359 -3.82178 -1.8667
C -2.97149 -1.88530 1.38777 2.7080
C -2.90079 -0.56318 2.14608 -1.7784
C -2.87598 -3.04211 2.39111 -1.7409
C -4.31224 -1.95890 0.64542 -1.7206
H -0.45348 -4.59846 -2.43277 0.3847
H 1.13031 -3.90965 -2.05459 0.2706
H 0.10920 -3.14067 -3.25934 0.2735
H -2.28638 -4.03679 -0.57264 0.5322
H 1.71969 -1.61515 -2.22266 -0.2331
H 4.79063 -0.69729 1.60623 0.5380
H 5.33312 -1.36187 -0.96468 0.4033
H 4.52817 -0.11504 -1.91398 0.1140
H 3.94449 -1.77342 -1.98516 0.3058
H 2.40980 -2.52866 3.49351 0.3632
H 2.87910 -1.69797 4.99200 0.4542
H 4.01959 -1.80437 3.64100 0.3419
H 0.35531 -1.08365 3.37877 0.2535
H 0.49240 0.68778 3.46061 0.1949
H 0.88078 -0.27619 4.87128 0.5448
H 4.22213 0.82836 3.58306 0.2926
H 3.22494 0.73102 5.04515 0.4446
H 2.71879 1.77064 3.69519 0.3427
H 0.39170 2.70758 -4.42540 0.4895
H 2.40168 0.97435 -5.03066 0.4038
H 2.43134 -0.55370 -4.13540 0.3108
H 3.30834 0.84689 -3.52494 0.0882
H -2.40462 2.46287 -0.38578 0.2173
H -3.17091 1.37158 -1.54902 0.3360
H -3.74044 3.04484 -1.37876 0.4831
H -0.98430 4.38851 -1.20581 0.2305
H -2.33664 4.97642 -2.19103 0.4523
H -0.75826 4.66813 -2.94051 0.3100
H -2.96668 1.79257 -4.03995 0.3745
H -2.00154 3.14741 -4.64571 0.3179
H -3.52220 3.46092 -3.79103 0.4414
H -1.96947 -0.45057 2.69910 0.0588
H -3.72195 -0.53264 2.86944 0.4823
H -3.00021 0.30293 1.49358 0.1531
H -1.93474 -2.99371 2.94522 0.3127
H -2.92498 -4.01353 1.89174 0.3333
H -3.70042 -2.98229 3.10829 0.4548
H -4.39786 -1.14144 -0.07483 0.2818
H -5.13680 -1.87644 1.36003 0.4665
H -4.42195 -2.90149 0.10247 0.3241
O -1.48121 2.34141 1.65547 -0.7062
Se -0.08220 3.28265 1.85984 0.9639
O -0.34577 4.84045 1.47833 -0.6895
O 0.85427 2.44224 0.66699 -0.6357
O 0.57903 3.00244 3.32865 -0.6767
```

## Properties
Multiplicity   1
Charge   -1
HOMO energy (spin up / spin down)   -5.589 / -5.588 eV

Entry 2:
Molecular formula: C24H40N2O4
Method: DFT, ωB97M-V/def2-TZVPD

The geometry in XYZ format:
```
70
Properties=species:S:1:pos:R:3:mulliken_charge:R:1
C 6.57614 2.29484 1.27233 -1.6714
C 5.25678 1.53672 1.11450 0.1167
C 4.09138 2.24454 1.82959 -0.7835
C 3.63043 3.49364 1.08268 -0.7176
C 3.30869 3.13394 -0.36446 -0.4932
C 4.53648 2.47669 -1.00024 -1.0353
N 4.98177 1.28473 -0.29938 0.1785
C 4.15812 0.10749 -0.53075 -0.6342
C 5.07571 -1.12591 -0.58473 0.4939
O 6.13025 -0.88752 -1.48461 -0.6564
C 4.34853 -2.39950 -1.04232 -0.9158
O 3.42377 -2.85932 -0.08625 -0.4547
C 2.13087 -2.41017 -0.07792 0.4914
C 1.47752 -1.75586 -1.11792 -0.2917
C 0.14987 -1.39952 -0.98995 -0.7444
C -0.56758 -1.68462 0.16935 0.3421
O -1.86984 -1.27963 0.18294 -0.1458
C -2.68159 -1.66428 1.26844 -1.0866
C -4.15030 -1.35816 0.94315 0.1459
O -4.62003 -2.28881 0.00603 -0.7177
C -4.32057 0.08397 0.40746 -0.7221
N -5.51401 0.16128 -0.41994 0.0335
C -5.28735 0.74175 -1.73344 -1.0802
C -5.10347 2.26253 -1.69102 -0.5185
C -6.32456 2.90750 -1.04018 -0.7274
C -6.57944 2.27790 0.32790 -0.5909
C -6.70333 0.75252 0.18978 -0.0526
C -7.06026 0.09355 1.51766 -1.6577
C 0.08388 -2.33501 1.21203 -0.2261
C 1.41293 -2.69002 1.08248 -0.7986
H 6.86605 2.31064 2.31992 0.4479
H 6.49818 3.32039 0.92499 0.3292
H 7.35666 1.79611 0.70324 0.3347
H 5.39266 0.55640 1.58518 0.4319
H 4.39841 2.50069 2.84483 0.4084
H 3.24990 1.55035 1.90309 0.2968
H 4.41466 4.25320 1.10265 0.3061
H 2.75057 3.91359 1.57536 0.3772
H 3.03348 4.02570 -0.93012 0.4102
H 2.46631 2.43842 -0.39293 0.2125
H 4.33114 2.20673 -2.03928 0.4902
H 5.36562 3.18990 -1.00294 0.4160
H 3.37876 -0.04060 0.22797 0.1285
H 3.67385 0.21445 -1.50392 0.4320
H 5.48338 -1.31942 0.42205 0.1833
H 6.34937 0.05249 -1.38184 0.4096
H 3.89948 -2.23960 -2.02621 0.3874
H 5.09591 -3.19238 -1.13634 0.2918
H 1.98448 -1.52430 -2.04102 0.2687
H -0.35864 -0.89714 -1.79782 0.4401
H -2.38736 -1.12010 2.17796 0.4611
H -2.59774 -2.74255 1.44709 0.5130
H -4.71555 -1.48289 1.88272 0.3179
H -5.24170 -1.79604 -0.55834 0.5037
H -3.44641 0.30248 -0.20741 0.6720
H -4.32825 0.78427 1.24855 0.2034
H -4.41356 0.26157 -2.17954 0.4123
H -6.15797 0.50247 -2.35405 0.4551
H -4.96434 2.64532 -2.70323 0.3821
H -4.20922 2.50332 -1.11151 0.2979
H -6.17568 3.98471 -0.93840 0.3741
H -7.19847 2.74862 -1.67752 0.3052
H -7.49585 2.67993 0.76295 0.3846
H -5.75484 2.51953 1.00248 0.2113
H -7.52110 0.54562 -0.51520 0.4532
H -8.04066 0.43670 1.83948 0.4983
H -6.34193 0.34618 2.29331 0.2765
H -7.09177 -0.98662 1.40426 0.3707
H -0.43001 -2.56925 2.13058 0.4074
H 1.92061 -3.20119 1.88522 0.4180
```

## Properties
SMILES   C[C@H]1CCCCN1C[C@H](O)COc1ccc(OC[C@H](O)CN2CCCC[C@@H]2C)cc1
Multiplicity   1
HOMO energy   -7.851 eV

Entry 3:
Molecular formula: C24H40N2O4
Method: DFT, ωB97M-V/def2-TZVPD

The geometry in XYZ format:
```
70
Properties=species:S:1:pos:R:3:mulliken_charge:R:1
C 3.14584 -3.70091 2.93865 -1.1048
C 3.30528 -3.57907 1.40910 -0.4887
C 3.68992 -2.16209 0.92346 -1.0196
C 2.58743 -1.48846 0.06576 0.7131
C 2.74993 -1.71745 -1.45016 -0.6636
C 2.67528 -0.45035 -2.32525 -1.1744
C 1.61927 0.59937 -1.89975 0.6517
C 2.25200 1.99613 -1.69975 -1.2282
C 2.65049 2.30663 -0.24993 -0.9655
C 1.52304 2.17072 0.78700 -0.3526
C 0.13013 2.61784 0.32616 -0.4932
C -0.91018 1.98410 1.29271 -0.8761
C -1.16985 0.51074 0.94911 -0.1757
C -2.25166 0.33667 -0.09357 0.0344
O -2.02462 -0.81289 -0.92912 -0.3116
C -2.95678 -1.72912 -0.69945 0.4798
O -2.84778 -2.87042 -0.77273 -0.5666
O -4.09300 -1.07368 -0.31912 -0.4060
C -3.68718 0.10030 0.40206 -0.1449
O -3.86485 -0.18878 1.75776 -0.5534
H 3.47654 -2.81614 3.48029 0.3150
H 3.72889 -4.53913 3.31138 0.2959
H 2.11586 -3.89003 3.23488 0.2834
H 4.09954 -4.26506 1.11507 0.3426
H 2.39190 -3.92843 0.93045 0.4109
H 3.79069 -1.55077 1.81735 0.3623
H 4.61351 -2.17374 0.34883 0.4702
H 1.65334 -1.97272 0.35975 0.2432
H 2.52499 -0.44096 0.34283 -0.8840
H 3.74956 -2.13500 -1.59159 0.3740
H 2.07186 -2.48585 -1.81096 0.3332
H 2.38866 -0.78588 -3.32258 0.2576
H 3.65400 0.00055 -2.46080 0.4858
H 1.01937 0.29320 -1.04875 -0.4500
H 0.92303 0.72773 -2.72870 0.3902
H 1.53945 2.76458 -1.99787 0.3976
H 3.11544 2.08780 -2.35131 0.5648
H 3.08944 3.30303 -0.21431 0.4508
H 3.45822 1.62071 0.02676 0.2596
H 1.79284 2.82114 1.62170 0.1990
H 1.46586 1.17212 1.21429 0.4773
H -0.13562 2.27021 -0.66946 0.2787
H 0.02293 3.69313 0.45497 0.4367
H -0.44687 1.98501 2.27513 0.3080
H -1.85712 2.52046 1.28229 0.3643
H -0.26327 -0.03158 0.70171 -0.2268
H -1.53717 0.04148 1.86529 0.5218
H -2.22271 1.18751 -0.77636 0.4508
H -4.38568 0.90462 0.20878 0.4661
H -3.50115 -1.06814 1.93795 0.3883
C -4.18942 -4.62184 -5.07550 -0.6786
C -2.85248 -4.68589 -5.54936 -0.3266
C -2.04120 -4.24636 -4.53545 -0.6558
N -2.83449 -3.91712 -3.47211 0.1275
C -4.14291 -4.14637 -3.79027 -0.1753
H -5.08181 -4.89439 -5.61463 0.3790
H -2.52437 -5.01675 -6.52111 0.3866
H -0.97079 -4.13973 -4.48046 0.3681
H -2.50871 -3.55975 -2.58733 0.2549
H -4.92652 -3.95173 -3.07730 0.3871
C -2.41621 5.64474 3.99986 -0.4825
C -1.64490 4.45700 4.11569 -0.3759
C -0.39700 4.73272 3.62501 -0.4844
N -0.38484 6.03805 3.21387 -0.0111
C -1.61053 6.60182 3.44305 -0.5329
H -3.44404 5.78022 4.29303 0.3999
H -1.96999 3.50992 4.51417 0.4412
H 0.48133 4.11587 3.53168 0.4467
H 0.40242 6.50976 2.80689 0.2142
H -1.80262 7.63075 3.19026 0.3966
```

## Properties
SMILES   CCCCCCCCCCCCC[C@H]1OC(=O)O[C@H]1O.c1cc[nH]c1.c1cc[nH]c1
Multiplicity   1
HOMO energy   -7.851 eV

Computed DFT total energy, in the same sequence as the records: -112173.16941, -36706.94174, -36706.14880 eV.
Computed energy above the lowest of the compared OMol25 structures with the same formula, charge and spin, in the same sequence as the records: 0.00, 7.28, 25.56 kcal per mole.